[1]
Molecular formula: C32H51N11O3
Method: DFT, the ωB97M-V functional and the def2-TZVPD basis

As for the total energy: -2077.3338 Ha. The calculation puts the relative energy (zero: lowest compared OMol25 entry of this formula, charge and spin) at 10.115 eV. The gap between HOMO and LUMO comes out at 0.34192 hartree. As for the LUMO energy: 0.033 eV.

```
! wB97M-V def2-TZVPD RIJCOSX def2/J DEFGRID3
* xyz 0 1
C -1.12 3.98 -3.81
O -2.39 4.70 -3.54
C -2.67 4.78 -2.08
C -3.99 3.87 -1.77
C -3.73 2.55 -0.85
C -2.39 1.69 -1.23
C -1.94 0.70 0.05
C -0.39 0.94 0.52
O 0.20 0.12 1.59
C 1.55 0.70 1.83
O 2.05 1.01 3.03
C 2.20 0.89 0.31
C 0.82 0.97 -0.59
C 0.70 0.10 -1.97
C 0.69 -1.52 -1.72
N 1.86 -2.26 -1.78
H -0.18 4.46 -3.26
H -0.92 4.06 -4.98
H -1.20 2.82 -3.58
H -2.88 5.94 -1.87
H -1.76 4.50 -1.40
H -4.46 3.53 -2.80
H -4.81 4.57 -1.26
H -4.65 1.81 -1.00
H -3.71 2.81 0.30
H -1.45 2.34 -1.46
H -2.69 0.96 -2.13
H -2.21 -0.43 -0.19
H -2.67 1.00 0.94
H -0.39 2.07 0.90
H 2.58 2.00 0.32
H 3.01 0.08 -0.03
H 0.83 2.11 -0.91
H 1.61 0.41 -2.67
H -0.30 0.36 -2.54
H -0.34 -2.04 -1.45
H 1.66 -3.29 -1.60
C 5.08 -2.34 -2.34
C 6.27 -1.40 -2.35
N 7.26 -0.62 -2.36
H 4.22 -1.85 -1.88
H 4.82 -2.63 -3.36
H 5.32 -3.24 -1.76
C -0.58 -1.56 4.54
C -1.64 -2.63 4.74
N -2.53 -3.52 4.89
H -1.00 -0.57 4.76
H 0.26 -1.74 5.22
H -0.22 -1.58 3.51
C -4.85 -0.10 3.75
C -4.84 0.34 2.30
N -4.84 0.72 1.10
H -4.31 0.63 4.37
H -5.88 -0.19 4.11
H -4.36 -1.07 3.85
C 3.06 6.30 -3.66
C 2.41 4.98 -3.30
N 1.87 3.88 -3.01
H 2.84 7.05 -2.89
H 4.14 6.18 -3.74
H 2.68 6.66 -4.62
C -1.28 -6.64 3.40
C -1.14 -7.20 2.00
N -1.02 -7.67 0.83
H -1.21 -7.44 4.14
H -0.49 -5.91 3.59
H -2.25 -6.14 3.51
C 2.76 1.48 -6.24
C 1.47 2.26 -6.41
N 0.39 2.90 -6.55
H 2.77 0.98 -5.27
H 2.85 0.73 -7.03
H 3.62 2.16 -6.29
C -3.66 -5.37 7.96
C -3.21 -6.43 6.98
N -2.83 -7.32 6.16
H -2.92 -5.25 8.76
H -3.78 -4.41 7.45
H -4.62 -5.65 8.41
C 4.18 -5.90 -0.63
C 3.20 -5.49 -1.71
N 2.38 -5.15 -2.61
H 5.06 -6.36 -1.08
H 4.49 -5.02 -0.05
H 3.71 -6.62 0.05
C 9.34 1.16 -0.07
C 10.53 2.10 -0.09
N 11.52 2.88 -0.10
H 8.48 1.66 0.38
H 9.08 0.87 -1.09
H 9.58 0.26 0.50
C -8.19 2.56 1.46
C -7.98 2.67 2.96
N -7.81 2.76 4.21
H -7.53 1.78 1.05
H -9.23 2.30 1.24
H -7.95 3.51 0.98
*
```

[2]
Molecular formula: C32H52AsFeN2OP2S3Se
Method: DFT, the ωB97M-V functional and the def2-TZVPD basis

As for the total energy: -9213.4465 Ha. The gap between HOMO and LUMO (spin up / spin down) comes out at 0.24281 / 0.21781 hartree. As for the LUMO energy (spin up / spin down): -0.540 / -1.529 eV.

```
! wB97M-V def2-TZVPD RIJCOSX def2/J DEFGRID3
* xyz 0 6
Fe 0.37 0.55 0.17
C -0.54 -3.62 -2.55
C -0.87 -2.39 -1.71
C -1.67 -2.80 -0.47
P 0.57 -1.35 -1.21
C 1.56 -1.17 -2.75
C 2.86 -0.42 -2.47
C 0.74 -0.46 -3.84
C 1.56 -2.39 -0.11
C 2.13 -3.62 -0.45
C 2.74 -4.43 0.51
C 3.40 -5.73 0.13
C 2.71 -3.97 1.82
C 2.18 -2.74 2.17
C 1.65 -1.90 1.19
N 1.16 -0.60 1.46
C 1.48 0.06 2.70
C 2.69 -0.04 3.35
C 2.94 0.73 4.48
C 2.00 1.62 4.98
C 2.30 2.51 6.17
C 0.79 1.72 4.31
C 0.52 0.95 3.19
P -0.94 1.04 2.12
C -1.66 2.71 2.42
C -0.71 3.80 1.92
C -3.03 2.84 1.74
C -2.11 -0.15 2.90
C -1.52 -1.56 2.98
C -2.56 0.32 4.28
H -1.48 -4.02 -2.95
H -0.09 -4.41 -1.96
H 0.10 -3.41 -3.41
H -1.48 -1.70 -2.29
H -1.07 -3.49 0.15
H -2.58 -3.33 -0.77
H -1.97 -1.95 0.13
H 1.81 -2.18 -3.07
H 2.66 0.59 -2.11
H 3.44 -0.33 -3.40
H 3.48 -0.93 -1.73
H 0.42 0.53 -3.49
H -0.16 -1.02 -4.12
H 1.34 -0.32 -4.74
H 2.11 -3.96 -1.48
H 2.92 -6.18 -0.74
H 3.35 -6.45 0.95
H 4.45 -5.59 -0.11
H 3.13 -4.60 2.61
H 2.18 -2.43 3.21
H 3.47 -0.68 2.96
H 3.90 0.66 4.97
H 3.10 2.09 6.78
H 1.42 2.63 6.81
H 2.61 3.50 5.85
H 0.04 2.43 4.67
H -1.78 2.79 3.50
H -0.67 3.82 0.83
H 0.31 3.68 2.28
H -1.08 4.78 2.26
H -2.97 2.62 0.67
H -3.39 3.87 1.85
H -3.78 2.17 2.17
H -2.98 -0.18 2.23
H -0.69 -1.59 3.69
H -1.15 -1.93 2.02
H -2.29 -2.26 3.33
H -1.70 0.51 4.92
H -3.15 -0.47 4.75
H -3.18 1.22 4.24
Se -1.40 3.93 -2.78
C -0.79 2.63 -1.74
N -0.40 1.78 -1.04
C -4.46 1.93 -3.64
As -2.92 0.76 -3.76
C -3.83 -0.89 -4.28
C -2.25 1.30 -5.51
S -2.86 0.36 -1.11
H -4.99 1.94 -4.59
H -4.12 2.93 -3.38
H -5.12 1.56 -2.85
H -4.44 -0.69 -5.16
H -4.46 -1.23 -3.46
H -3.10 -1.66 -4.51
H -3.10 1.37 -6.20
H -1.55 0.55 -5.87
H -1.75 2.26 -5.42
C 2.60 3.72 -3.01
O 2.15 2.94 -1.90
C 2.87 2.98 -0.77
S 4.25 3.85 -0.59
S 2.29 1.95 0.52
H 1.83 3.58 -3.77
H 3.57 3.37 -3.35
H 2.68 4.77 -2.74
*
```

[3]
Molecular formula: C32H52BO28S6
Method: DFT, the ωB97M-V functional and the def2-TZVPD basis

As for the total energy: -5771.2445 Ha. The gap between HOMO and LUMO (spin up / spin down) comes out at 0.10730 / 0.25193 hartree. As for the LUMO energy (spin up / spin down): 3.507 / 3.507 eV.

```
! wB97M-V def2-TZVPD RIJCOSX def2/J DEFGRID3
* xyz -2 2
O -1.95 -2.45 -2.17
C -1.26 -1.76 -1.39
O -1.34 -0.42 -1.26
B -0.45 0.05 -0.17
O 0.00 -1.12 0.45
C -0.31 -2.23 -0.24
O -0.04 -3.39 0.03
O -1.11 1.01 0.74
C -0.37 2.06 0.88
O -0.54 2.97 1.71
C 0.73 2.01 -0.19
O 0.60 0.91 -0.77
O 1.64 2.87 -0.43
C 1.32 5.93 1.82
C 1.76 6.78 3.04
O 3.06 7.29 2.83
S 3.71 6.66 1.44
O 4.34 5.44 1.96
O 4.54 7.53 0.63
O 2.17 6.29 0.75
H 0.25 5.78 1.69
H 1.76 4.94 1.94
H 1.76 6.11 3.90
H 1.15 7.68 3.04
C -3.48 -4.59 -0.03
C -2.71 -5.04 1.17
O -3.24 -4.10 2.14
S -4.96 -4.05 1.93
O -5.54 -2.74 2.31
O -5.43 -5.26 2.55
O -4.76 -4.28 0.32
H -3.58 -5.27 -0.87
H -3.05 -3.69 -0.49
H -1.63 -4.98 1.03
H -3.10 -6.02 1.42
O -5.40 -1.15 -3.69
S -5.42 -0.12 -4.73
O -6.19 1.11 -4.61
O -3.83 0.35 -4.98
C -2.82 -0.44 -4.45
C -1.52 0.10 -4.83
C -5.74 -0.86 -6.48
H -2.88 -1.50 -4.72
H -3.00 -0.42 -3.37
H -1.40 1.18 -4.70
H -1.28 -0.23 -5.85
H -0.66 -0.38 -4.35
H -5.44 -0.08 -7.19
H -6.75 -1.22 -6.34
H -4.97 -1.62 -6.62
O 1.97 2.23 5.95
S 1.83 3.06 4.75
O 0.60 3.77 4.46
O 3.04 4.23 4.83
C 4.37 3.72 4.92
C 5.15 4.44 5.97
C 2.54 2.21 3.24
H 4.93 3.71 3.98
H 4.34 2.69 5.26
H 5.39 5.38 5.49
H 6.11 3.92 6.02
H 4.71 4.43 6.97
H 2.91 2.91 2.49
H 1.79 1.68 2.66
H 3.27 1.48 3.61
O -2.37 1.42 3.58
S -1.48 0.27 3.88
O -0.09 0.29 3.39
O -1.54 -0.02 5.51
C -0.45 -0.63 6.12
C -0.48 -0.13 7.55
C -2.28 -1.26 3.24
H 0.55 -0.40 5.74
H -0.65 -1.69 6.07
H 0.29 -0.63 8.12
H -1.47 -0.33 7.96
H -0.31 0.95 7.55
H -2.31 -1.22 2.15
H -3.28 -1.25 3.67
H -1.70 -2.12 3.57
O -5.83 -6.06 -4.64
S -4.63 -5.86 -3.79
O -4.64 -6.43 -2.43
O -3.16 -6.25 -4.50
C -1.98 -6.01 -3.67
C -1.07 -5.11 -4.54
C -4.41 -4.05 -3.76
H -1.35 -6.89 -3.58
H -2.22 -5.63 -2.68
H -0.63 -5.69 -5.35
H -0.35 -4.58 -3.92
H -1.60 -4.39 -5.17
H -4.65 -3.76 -4.78
H -3.43 -3.74 -3.37
H -5.23 -3.63 -3.18
C 4.59 0.88 1.05
C 4.00 -0.22 0.48
C 4.14 -1.50 0.95
C 4.86 -1.70 2.09
C 5.48 -0.59 2.69
C 5.44 0.67 2.18
H 4.50 1.88 0.65
H 3.25 -0.03 -0.28
H 3.71 -2.32 0.39
H 4.75 -2.73 2.36
H 6.02 -0.75 3.61
H 6.07 1.49 2.50
C 3.65 1.46 -4.67
C 3.62 1.76 -6.05
C 2.45 2.32 -6.62
C 1.33 2.51 -5.78
C 1.40 2.24 -4.43
C 2.52 1.68 -3.95
H 4.57 1.14 -4.20
H 4.53 1.61 -6.61
H 2.57 2.87 -7.55
H 0.53 2.95 -6.34
H 0.60 2.34 -3.72
H 2.53 1.39 -2.91
*
```

[4]
Molecular formula: C32H52Br20INO3
Method: DFT, the ωB97M-V functional and the def2-TZVPD basis

As for the total energy: -53308.1997 Ha. The gap between HOMO and LUMO comes out at 0.19504 hartree. As for the LUMO energy: -1.685 eV.

```
! wB97M-V def2-TZVPD RIJCOSX def2/J DEFGRID3
* xyz 0 1
C 0.72 3.19 -0.38
O -0.52 3.35 -1.16
C -1.69 2.78 -0.47
C -1.51 1.17 -0.07
C -1.30 0.96 1.54
N -0.37 -0.17 1.93
C 1.07 -0.11 1.45
O 2.12 0.62 1.87
C 1.06 -1.21 0.23
C 2.11 -1.53 -0.98
C 1.65 -2.74 -2.04
C 0.25 -3.58 -1.93
C -0.80 -3.25 -0.69
I -2.74 -4.21 -0.36
C -0.34 -2.06 0.36
C -1.10 -1.47 1.69
O -2.09 -1.95 2.45
H 1.34 2.32 -0.91
H 1.37 4.17 -0.42
H 0.55 2.92 0.75
H -2.58 2.80 -1.27
H -2.04 3.37 0.48
H -0.64 0.77 -0.74
H -2.48 0.58 -0.39
H -2.37 0.66 1.98
H -1.03 2.00 2.06
H 3.09 -0.91 -1.10
H 2.36 -2.99 -2.95
H -0.10 -4.42 -2.69
Br 2.49 -2.78 0.38
C 2.41 -4.23 1.69
C 3.67 -4.27 2.53
Br 5.15 -5.06 1.55
H 2.23 -5.15 1.13
H 1.54 -4.01 2.31
H 3.52 -4.92 3.40
H 3.99 -3.28 2.87
Br -3.90 -2.54 1.72
C -5.74 -1.93 1.82
C -5.97 -0.74 0.92
Br -5.25 0.89 1.71
H -5.96 -1.73 2.87
H -6.34 -2.78 1.49
H -7.04 -0.54 0.80
H -5.52 -0.84 -0.07
Br -2.46 0.03 7.45
C -3.56 0.93 6.12
C -4.26 -0.07 5.22
Br -3.04 -0.81 3.90
H -2.91 1.62 5.57
H -4.29 1.51 6.69
H -5.05 0.42 4.64
H -4.70 -0.91 5.77
Br -5.73 5.05 1.80
C -5.42 4.99 3.73
C -3.95 4.84 4.04
Br -3.35 3.00 3.75
H -6.03 4.18 4.13
H -5.79 5.95 4.11
H -3.75 5.04 5.10
H -3.31 5.48 3.43
Br 4.32 -3.13 -5.53
C 5.83 -2.20 -4.72
C 6.31 -2.92 -3.48
Br 5.13 -2.59 -1.97
H 5.51 -1.17 -4.53
H 6.61 -2.20 -5.49
H 7.29 -2.54 -3.17
H 6.38 -4.00 -3.61
Br -0.64 3.87 6.39
C 0.86 4.89 5.68
C 0.43 5.77 4.53
Br 0.20 4.73 2.90
H 1.64 4.17 5.41
H 1.21 5.50 6.52
H 1.21 6.50 4.29
H -0.51 6.29 4.71
Br -3.88 7.90 -1.46
C -2.13 7.58 -0.64
C -2.27 6.84 0.67
Br -2.87 8.04 2.09
H -1.65 8.56 -0.55
H -1.58 6.98 -1.37
H -1.30 6.47 1.00
H -2.98 6.01 0.63
Br 4.14 5.06 3.48
C 4.06 4.13 1.77
C 5.25 4.47 0.90
Br 5.06 6.23 0.10
H 3.10 4.39 1.31
H 4.05 3.06 2.02
H 5.32 3.78 0.05
H 6.20 4.46 1.45
Br 2.20 -2.48 -8.98
C 2.14 -4.42 -9.12
C 0.90 -4.98 -8.47
Br 1.07 -4.99 -6.52
H 3.07 -4.80 -8.69
H 2.14 -4.63 -10.20
H 0.76 -6.03 -8.75
H 0.00 -4.42 -8.70
Br -0.08 -8.97 -7.85
C 1.67 -9.29 -7.03
C 1.53 -10.03 -5.72
Br 0.93 -8.83 -4.30
H 2.15 -8.31 -6.94
H 2.22 -9.89 -7.76
H 2.50 -10.40 -5.39
H 0.82 -10.86 -5.76
*
```